Here is C23H30Br12F5NO2 as an isolated structure from the Open Molecules 2025 dataset. Energies are from ωB97M-V with the def2-TZVPD basis set.

Summary:
total energy = -32486.98270 hartree

Geometry as XYZ:
```
73
C23H30Br12F5NO2, DFT ωB97M-V with the def2-TZVPD basis set
C 1.434 -3.024 -0.154
H -0.253 -3.802 1.105
H 5.369 1.326 -0.801
C 4.329 -5.683 -2.504
O 2.593 1.591 2.273
H 4.418 3.379 0.798
H -0.556 3.345 -0.570
H 5.142 -0.868 -2.035
C -10.098 2.987 -3.857
Br 2.476 -6.224 -2.386
H -6.279 5.293 0.832
O 1.450 -3.789 2.255
H -9.105 3.217 -4.230
H 4.858 -6.473 -3.025
C 4.347 0.934 -1.096
H 4.158 1.381 -2.113
H 1.605 2.355 -0.767
F 0.881 4.173 2.907
F 1.026 4.593 0.700
C -1.646 0.733 2.190
C -3.270 -5.444 0.120
H 1.846 -0.906 0.332
F -4.123 1.531 -1.128
C -6.442 4.220 0.817
C 2.415 -1.802 -0.036
Br -4.310 -5.571 -1.506
H 3.201 -2.672 2.758
C -2.000 1.761 -0.063
C -2.429 0.797 0.949
H 0.047 1.503 3.418
C -0.862 2.613 0.210
C 2.134 -2.856 3.087
Br -9.934 1.415 -2.741
H 3.761 -0.171 1.618
H -3.318 0.149 0.775
H 1.966 -3.983 -0.405
Br 4.539 -4.071 -3.552
C 3.549 0.908 1.448
H 0.704 -2.763 -0.977
C 3.118 -1.409 -1.406
C 2.519 2.916 1.711
F -2.754 3.052 -2.001
H 3.144 3.766 -0.389
H 3.404 -2.395 -1.881
H 0.306 -2.129 1.493
C -0.089 2.580 1.441
Br -6.823 3.731 -1.014
Br -1.755 -6.646 0.101
N 1.989 1.415 -0.630
Br 5.140 -5.510 -0.757
H 4.521 1.414 1.751
Br -2.731 -3.624 0.487
Br -7.942 3.859 1.984
H 2.425 -0.912 -2.131
Br -10.695 4.528 -2.850
F -2.351 0.880 -2.290
Br -4.816 3.392 1.458
C 0.667 -3.162 1.234
H 3.027 3.539 2.505
H 2.208 -3.223 4.150
H 2.094 1.070 -1.589
C 1.089 3.570 1.646
H -3.914 -5.756 0.935
C 3.440 3.020 0.386
C -2.801 1.827 -1.397
C -0.499 1.596 2.456
H -2.013 -0.006 2.945
H 3.248 -2.045 0.684
C 3.342 1.466 -0.004
H 1.629 -1.846 3.139
C 4.475 -0.636 -1.152
Br -11.219 2.660 -5.399
H 4.990 -1.083 -0.262
```

Now the Mulliken charges, all in e: C -0.02; H -0.45; H 0.39; C -0.36; O -0.42; H 0.36; H 0.51; H 0.38; C -0.28; Br 0.01; H 0.36; O -0.44; H 0.31; H 0.34; C -1.72; H 0.36; H 0.28; F -0.35; F -0.35; C -0.92; C -0.39; H -0.05; F -0.21; C -0.38; C 0.12; Br -0.02; H 0.19; C 0.05; C -0.76; H 0.40; C 0.00; C -0.48; Br 0.00; H 0.30; H 0.55; H -0.05; Br -0.03; C -0.59; H 0.35; C 0.32; C -0.02; F -0.27; H 0.37; H -0.55; H 0.10; C 0.29; Br 0.00; Br -0.03; N -0.37; Br -0.01; H 0.35; Br 0.03; Br -0.04; H 0.36; Br 0.00; F -0.25; Br 0.05; C 0.45; H 0.44; H 0.29; H 0.27; C 0.69; H 0.38; C -1.29; C 0.64; C -0.54; H 0.43; H -0.22; C 1.19; H 0.16; C -0.49; Br -0.04; H 0.32